Density functional theory data (ωB97M-V/def2-TZVPD) for C45H50B3BrN4O4 as an isolated structure.

Structure (XYZ):
```
107
Properties=species:S:1:pos:R:3:forces:R:3:mulliken_charge:R:1
Br -3.294 7.067 -1.805 -0.129 -0.306 0.487 -0.17
O -4.149 4.823 -0.172 1.246 0.044 -0.241 -0.41
O -2.165 3.651 0.665 -1.097 1.003 -0.226 0.14
O -2.344 6.028 0.732 0.458 -0.337 -1.163 -0.11
O -6.262 2.456 -0.443 -0.583 0.468 0.535 -0.42
N -4.448 2.725 1.061 0.257 1.409 -0.805 -0.50
N 0.108 3.235 -0.964 0.065 -0.262 0.419 -0.51
N 1.934 4.678 -0.674 -0.639 0.144 -0.109 -0.83
N 1.515 3.141 1.067 -0.878 0.190 0.225 -0.67
C -0.080 -7.347 1.243 0.051 -0.022 0.061 -0.32
C -0.826 -3.011 -1.270 -0.011 -0.093 0.010 -0.34
C -0.474 -1.670 -1.286 0.005 0.104 0.038 0.00
C 0.779 -2.024 -3.308 0.021 0.020 -0.009 -0.43
C -3.040 6.812 -7.113 -0.001 -0.008 0.009 -0.37
C 6.310 -0.827 1.185 0.032 -0.022 -0.061 -0.33
C 8.561 -0.120 -0.278 0.011 0.016 -0.013 -0.32
C 0.433 -3.368 -3.288 -0.006 0.001 0.003 -0.60
C 6.102 1.233 4.572 0.009 0.004 0.008 -0.39
C -5.183 -7.901 0.125 0.015 0.019 0.001 -0.54
C -4.154 6.001 -7.282 -0.001 -0.001 -0.008 -0.36
C -0.405 0.386 2.746 -0.085 -0.081 -0.030 -0.72
C -0.492 -0.941 3.147 0.038 0.005 -0.009 -0.63
C -2.603 -1.143 2.011 0.043 -0.025 -0.002 -0.71
C -1.424 0.949 1.984 0.388 0.024 0.144 0.30
C -0.187 -5.152 2.220 -0.006 0.015 0.020 -0.13
C -5.260 6.159 -6.459 0.002 0.006 0.003 -0.37
C -4.136 7.933 -5.290 0.002 0.020 -0.009 -0.44
C 4.197 2.507 3.000 -0.027 0.069 -0.018 -0.03
C 0.265 -6.002 1.221 0.090 -0.021 -0.032 -0.59
C -3.031 7.777 -6.115 0.005 0.002 0.002 -0.40
C 7.791 0.862 0.331 -0.004 -0.032 0.000 -0.60
C -4.960 -6.272 -1.630 0.007 0.007 -0.015 -0.49
C 4.953 0.555 4.188 -0.045 0.005 0.017 -0.64
C -5.690 -7.274 -1.006 -0.010 -0.012 -0.009 -0.42
C -0.987 -5.647 3.242 -0.018 0.014 -0.044 -0.48
C -5.448 2.692 0.343 0.448 -1.523 -0.635 0.80
C 6.302 2.545 4.166 -0.021 0.018 0.001 -0.43
C -0.372 -3.862 -2.270 -0.011 0.012 0.040 -0.42
C 7.075 -1.809 0.570 -0.003 0.005 0.011 -0.48
C -1.593 -1.706 2.779 0.008 0.050 -0.007 -0.11
C 0.851 3.991 0.056 1.820 0.264 -0.443 1.37
C 8.202 -1.455 -0.160 -0.002 -0.012 0.002 -0.42
C -2.515 0.187 1.616 -0.168 -0.280 -0.095 -0.45
C 6.666 0.509 1.064 0.003 -0.004 -0.027 0.06
C -5.253 7.127 -5.465 -0.005 -0.007 0.006 -0.41
C 4.002 1.191 3.400 0.024 0.030 0.044 -0.32
C 0.032 5.091 0.748 -0.598 -0.588 0.047 -1.57
C -3.725 -5.894 -1.122 -0.019 0.001 0.013 -0.43
C 0.327 -1.176 -2.307 -0.007 -0.042 0.014 -0.41
C -3.949 -7.519 0.636 -0.085 -0.011 -0.054 -0.37
C -3.221 -6.514 0.014 -0.043 0.035 -0.009 0.60
C 5.349 3.183 3.382 0.023 -0.059 0.052 -0.58
C -0.884 -7.840 2.262 0.089 -0.002 0.012 -0.56
C -1.339 -6.990 3.260 -0.001 -0.004 0.016 -0.30
B -3.268 5.885 -0.275 -0.727 0.636 0.118 0.57
B -1.524 4.883 0.701 0.554 0.216 0.639 -0.07
B -3.545 3.758 0.487 -0.490 -0.992 1.133 0.01
H 2.464 5.201 0.011 0.197 -0.025 -0.100 0.28
H -2.262 -6.214 0.413 -0.018 0.007 0.017 0.08
H 1.873 2.300 0.625 -0.008 -0.067 0.040 0.31
H 8.801 -2.221 -0.636 -0.004 0.006 0.001 0.36
H -3.153 -5.114 -1.610 -0.025 0.011 -0.002 0.20
H -2.179 6.692 -7.758 -0.002 -0.004 0.008 0.36
H -1.156 -8.888 2.277 0.006 0.005 -0.002 0.41
H -6.129 5.527 -6.592 0.006 0.004 -0.001 0.36
H -0.645 -4.910 -2.256 0.000 0.005 0.005 0.39
H 0.711 3.067 -1.761 -0.022 0.236 -0.094 0.31
H -1.338 -4.985 4.025 -0.008 -0.016 0.003 0.46
H 0.084 -4.103 2.203 0.012 -0.010 -0.032 0.36
H -1.968 -7.374 4.053 0.008 0.005 -0.002 0.39
H -1.457 -3.396 -0.476 0.020 0.008 0.014 0.42
H -1.663 -2.740 3.090 -0.024 0.009 -0.001 0.44
H -5.354 -5.786 -2.514 0.002 -0.004 0.006 0.39
H 9.441 0.156 -0.845 -0.009 -0.004 0.000 0.36
H 7.201 3.071 4.461 -0.004 -0.009 0.003 0.38
H 6.069 1.274 1.542 0.005 -0.015 0.015 0.34
H -6.117 7.253 -4.825 0.015 -0.011 0.010 0.36
H 0.790 -4.031 -4.066 -0.008 0.007 0.000 0.37
H 3.452 3.004 2.390 0.049 -0.012 0.038 0.47
H 5.435 -1.104 1.760 -0.001 0.019 -0.005 0.33
H -0.065 2.315 -0.570 -0.437 0.035 -0.103 0.13
H -3.302 0.629 1.024 -0.010 -0.027 0.015 0.35
H -1.370 1.982 1.673 0.010 -0.086 0.061 0.32
H 0.241 6.037 0.246 -0.032 -0.017 0.041 0.40
H 0.887 -5.615 0.423 -0.009 0.011 0.007 0.44
H 2.548 3.990 -1.098 0.146 0.010 0.125 0.29
H 5.505 4.208 3.068 -0.006 -0.005 0.002 0.37
H 0.599 -0.127 -2.323 0.000 -0.005 -0.011 0.41
H 8.068 1.905 0.234 0.002 -0.004 0.011 0.37
H 0.454 0.982 3.033 -0.001 -0.028 0.048 0.44
H -3.459 -1.739 1.719 0.008 -0.003 0.011 0.41
H -5.749 -8.687 0.608 -0.004 0.012 0.001 0.36
H -4.159 5.244 -8.056 -0.002 0.009 0.002 0.36
H 3.107 0.660 3.098 0.002 -0.004 -0.001 0.45
H 0.296 -1.379 3.747 -0.004 0.001 -0.005 0.46
H 0.340 5.208 1.794 0.094 0.018 -0.094 0.33
H -3.556 -8.004 1.520 0.007 0.014 -0.003 0.25
H -4.128 8.685 -4.510 -0.011 0.011 -0.022 0.54
H 4.797 -0.469 4.503 0.017 0.003 -0.001 0.39
H 6.842 0.737 5.187 0.004 -0.003 -0.023 0.39
H -6.655 -7.568 -1.401 0.011 -0.003 -0.002 0.36
H 0.853 2.864 1.788 0.063 -0.171 -0.057 0.08
H -0.824 -1.008 -0.502 -0.014 -0.028 0.013 0.28
H 0.276 -8.010 0.465 -0.018 0.008 -0.006 0.35
H 1.402 -1.638 -4.105 0.000 -0.008 0.009 0.37
H 6.793 -2.851 0.659 0.007 0.005 0.005 0.36
H -2.161 8.408 -5.980 -0.006 -0.005 0.001 0.36
```
Forces are in eV/Å.

- Orbital gap: 9.42 eV

***

Density functional theory data (ωB97M-V/def2-TZVPD) for C36H33FN6O5PReSe as an isolated structure.

Structure (XYZ):
```
84
Properties=species:S:1:pos:R:3:forces:R:3:mulliken_charge:R:1
Re 3.089 -0.450 -0.598 0.034 0.370 0.169 1.96
Se 6.331 -3.978 1.181 -0.061 0.000 -0.252 0.40
P 3.745 0.486 1.535 -0.097 -0.206 -0.214 1.19
F -3.400 -2.675 -0.386 -0.012 0.020 0.031 -0.35
O 1.064 -0.529 -0.688 -0.049 -0.059 -0.004 -0.87
O 2.216 3.414 -1.642 -0.086 -0.044 -0.025 -0.60
O 3.000 1.392 -1.211 -0.133 -0.081 -0.210 -0.60
O 6.980 0.575 -0.591 0.070 0.058 0.096 -0.52
O 4.989 -0.398 -0.872 0.129 0.083 0.131 -0.57
N -5.313 -0.716 -0.856 0.057 -0.240 -0.233 0.16
N 3.205 -2.577 -0.562 0.134 -0.139 -0.027 -0.01
N -7.616 -2.193 -1.631 -0.059 0.026 0.030 -0.14
N 5.615 -5.184 0.130 -0.125 0.059 0.139 -0.74
N -1.678 2.402 -1.548 -0.092 -0.111 0.049 0.41
N 5.138 -2.722 0.797 -0.067 -0.152 0.075 -0.16
C 5.938 0.247 -0.136 -0.100 -0.223 -0.325 0.42
C -6.617 -2.782 -0.663 -0.048 -0.030 -0.113 -0.67
C -3.497 0.838 -1.209 0.072 -0.015 0.043 -1.24
C -2.313 4.502 -2.848 -0.036 0.013 -0.007 -1.01
C 3.383 0.212 4.229 0.042 -0.005 -0.002 -0.49
C 2.249 4.774 1.774 -0.031 -0.002 0.016 -0.50
C 3.640 -5.299 -1.287 0.020 0.023 -0.011 -0.41
C 0.224 0.434 -0.959 0.081 -0.138 0.034 1.83
C 2.668 -1.688 2.913 -0.042 -0.004 -0.035 -0.24
C 1.911 2.427 2.162 0.032 0.015 0.007 -0.64
C 4.296 -3.270 -0.053 -0.061 0.268 0.141 0.17
C 4.538 -4.631 -0.416 0.211 -0.233 -0.011 0.66
C -5.940 -1.639 0.071 -0.006 0.097 0.122 -0.74
C -6.262 -0.119 -1.771 -0.034 0.105 0.030 -0.59
C -3.365 3.474 -3.133 -0.006 0.026 0.025 -0.38
C 1.449 3.730 2.226 0.026 0.041 -0.009 -0.82
C 2.553 -4.602 -1.727 -0.019 0.025 0.009 -0.91
C -2.980 -1.416 -0.607 -0.067 -0.006 -0.054 0.23
C -1.178 0.130 -0.927 -0.099 0.053 -0.016 0.88
C 5.545 0.416 1.324 0.117 0.133 0.258 -1.17
C -2.125 1.120 -1.239 -0.004 0.061 -0.058 -0.65
C 3.050 -0.471 5.387 0.001 -0.009 -0.014 -0.77
C 3.186 2.175 1.647 0.000 0.048 0.075 0.29
C 2.328 -2.360 4.076 0.006 0.025 0.024 -0.86
C -1.648 -1.159 -0.608 0.020 0.013 0.007 -0.73
C 2.380 -3.257 -1.347 -0.033 0.000 -0.027 0.05
C 3.200 -0.403 2.987 0.021 -0.024 0.029 0.53
C 3.982 3.221 1.181 -0.041 0.050 -0.021 -0.47
C 2.005 2.261 -1.394 0.162 0.052 0.212 0.67
C 3.508 4.522 1.250 0.024 -0.063 0.007 -0.85
C -0.384 2.674 -1.537 0.134 -0.040 0.007 -0.66
C 2.526 -1.755 5.310 -0.005 -0.005 -0.021 -0.56
C -6.979 -1.201 -2.571 -0.047 -0.102 0.004 -0.89
C 0.606 1.737 -1.274 -0.133 0.180 -0.100 -0.26
C -2.639 3.468 -1.820 -0.006 -0.004 0.004 -0.45
C -3.960 -0.427 -0.887 0.042 0.120 0.108 -0.36
H 3.827 -6.325 -1.574 0.015 -0.023 0.010 0.50
H -3.107 2.703 -3.846 0.007 -0.021 -0.012 0.22
H 4.124 5.336 0.894 0.009 0.006 -0.005 0.47
H 3.199 -0.001 6.348 0.003 0.013 0.019 0.46
H -2.615 5.515 -2.627 -0.006 0.017 -0.010 0.28
H -7.767 -0.790 -3.200 0.019 0.022 -0.003 0.43
H -8.069 -2.938 -2.166 0.031 0.025 0.012 0.35
H -0.955 -1.958 -0.387 0.024 0.004 -0.005 0.56
H 1.301 1.616 2.544 -0.004 -0.024 0.000 0.51
H -7.159 -3.446 0.007 0.017 0.006 0.024 0.37
H 3.784 1.216 4.297 0.007 0.016 -0.014 0.50
H -5.231 -2.032 0.791 0.019 -0.025 -0.039 0.47
H 0.477 3.938 2.652 -0.013 -0.005 0.002 0.49
H -5.763 0.539 -2.479 0.011 -0.030 0.001 0.46
H 1.527 -2.700 -1.721 0.010 -0.036 -0.012 0.44
H -6.282 -1.771 -3.185 0.000 0.046 -0.001 0.36
H -8.363 -1.730 -1.103 0.029 -0.025 -0.022 0.39
H 5.868 -0.483 1.854 -0.002 0.037 -0.054 0.49
H 2.511 -2.167 1.955 0.014 0.012 -0.018 0.47
H 2.267 -2.284 6.217 -0.006 -0.010 0.019 0.43
H -0.090 3.691 -1.757 0.007 -0.008 0.000 0.85
H -1.388 4.420 -3.400 0.021 -0.007 -0.004 0.34
H 1.823 -5.051 -2.384 -0.006 0.001 -0.006 0.45
H 1.911 -3.357 4.023 -0.003 -0.017 -0.004 0.47
H -4.403 3.774 -3.127 -0.019 0.009 -0.013 0.32
H 6.052 1.273 1.769 -0.031 -0.020 -0.015 0.69
H 1.892 5.793 1.840 -0.011 0.007 -0.001 0.46
H -4.202 1.631 -1.403 -0.021 0.010 -0.002 0.87
H -5.909 -3.355 -1.261 0.007 0.001 0.056 0.42
H -6.996 0.485 -1.223 -0.009 0.018 -0.027 0.32
H 4.958 3.038 0.753 0.031 -0.018 -0.006 0.34
H -6.696 -1.086 0.645 0.011 -0.027 0.041 0.33
H -3.168 3.774 -0.926 0.007 0.016 -0.003 0.53
```
Forces are in eV/Å.

- Orbital gap (alpha / beta): 7.61 / 7.26 eV
- Multiplicity: 4
- <S²>: 3.7776
- Total charge: +3
- Energy above the lowest of the compared OMol25 structures with the same formula, charge and spin: 0.00 kJ/mol